# 1
{"formula": "C30H54AlBrN5OPSSi", "method": "wB97M-V/def2-TZVPD", "charge": 2, "gap_ha": 0.258, "e_homo_ev": -13.3, "relative_energy_kj_mol": 0.0, "lumo_energy_ev": -6.25, "elements": ["Br", "S", "P", "Si", "Al", "O", "N", "N", "N", "N", "N", "C", "C", "C", "C", "C", "C", "C", "C", "C", "C", "C", "C", "C", "C", "C", "C", "C", "C", "C", "C", "C", "C", "C", "C", "C", "C", "C", "C", "C", "C", "H", "H", "H", "H", "H", "H", "H", "H", "H", "H", "H", "H", "H", "H", "H", "H", "H", "H", "H", "H", "H", "H", "H", "H", "H", "H", "H", "H", "H", "H", "H", "H", "H", "H", "H", "H", "H", "H", "H", "H", "H", "H", "H", "H", "H", "H", "H", "H", "H", "H", "H", "H", "H", "H"], "positions_angstrom": [[-0.3591, -0.4792, -1.3276], [2.1901, 1.3543, 0.3856], [-2.0346, 1.8453, 0.6404], [-0.0753, -4.1691, -0.4180], [0.1167, 1.6006, -0.5153], [0.2865, 3.2323, -1.0053], [-4.6842, 1.2475, 0.1775], [-4.2260, 2.8616, 1.9240], [2.2983, 4.0373, -0.2578], [4.2662, 2.9262, -0.1316], [-3.7645, 0.5051, 2.3045], [-4.1881, 1.7741, 2.8977], [1.6184, -5.8948, -1.7604], [-0.0883, -4.1481, 1.4932], [1.5863, -4.4142, -1.3273], [4.9634, 4.2190, -0.2798], [1.3053, 6.6574, -0.2975], [0.8540, -3.0596, 2.0411], [0.3800, -5.5415, 1.9601], [-1.4916, -3.8991, 2.0661], [-1.5275, -4.1785, -2.8762], [5.1382, 1.7571, -0.0091], [1.7161, -3.5082, -2.5644], [-2.9166, 3.2786, 1.4840], [-1.7193, -4.3857, -1.3653], [1.0694, 4.2166, -0.6282], [2.9494, 2.8836, -0.0709], [-2.1689, -5.8388, -1.1084], [-0.5574, 8.1316, -0.6523], [0.7736, 7.9322, -0.3053], [-2.3679, 0.5260, 1.9234], [2.7891, -4.1348, -0.4137], [-4.6357, 0.1831, 1.1757], [5.1001, 4.9068, 1.0741], [-5.1073, 2.4895, 0.8200], [-2.8114, -3.4124, -0.8865], [-0.8353, 5.7685, -0.9732], [5.6200, 1.2828, -1.3773], [0.5046, 5.5613, -0.6363], [-1.3604, 7.0462, -0.9794], [-3.4352, 1.4005, -0.5337], [-3.6855, -3.5374, -1.5292], [-1.2264, -3.1550, -3.1047], [-2.4823, -2.3743, -0.9683], [-3.5135, 2.0355, 3.7143], [1.6344, -2.4518, -2.3023], [-3.1972, 0.4759, -1.0621], [5.6640, 4.2866, 1.7714], [1.3972, 8.7779, -0.0495], [0.8200, -6.1395, -2.4635], [-3.0071, 4.1007, 0.7721], [1.5476, -6.5746, -0.9074], [-1.4439, -6.5628, -1.4875], [1.9028, -3.3058, 1.8916], [-2.3966, 7.2025, -1.2485], [-0.8007, -4.8723, -3.2983], [-6.1142, 2.3495, 1.2135], [4.7834, 0.9145, -1.9719], [2.5693, -6.0879, -2.2607], [-1.8647, -2.9034, 1.8196], [-5.6446, 0.0214, 1.5561], [6.1074, 2.0863, -1.9280], [3.7025, -4.3507, -0.9715], [4.4184, 4.8449, -0.9784], [-2.3293, 3.6245, 2.3360], [-3.5304, 2.2018, -1.2703], [0.6598, -2.0836, 1.5869], [-3.1271, -3.6082, 0.1357], [0.4158, -5.5480, 3.0513], [-0.3142, -6.3242, 1.6448], [-5.1907, 1.6430, 3.3053], [-5.1288, 3.2917, 0.0810], [-1.4369, -3.9732, 3.1541], [0.9744, -3.7293, -3.3285], [0.6900, -2.9662, 3.1165], [-1.7501, 0.7105, 2.8052], [-1.4565, 4.9222, -1.2368], [-2.3380, -6.0438, -0.0490], [2.3405, 6.4930, -0.0356], [2.7010, -3.6715, -3.0062], [-4.2852, -0.7380, 0.7042], [-2.0856, -0.4445, 1.5054], [4.6048, 0.9578, 0.4942], [-3.1116, -6.0053, -1.6335], [4.1172, 5.1049, 1.5010], [6.3371, 0.4729, -1.2517], [1.3751, -5.8008, 1.5960], [-0.9637, 9.1337, -0.6738], [2.8285, -3.0890, -0.1062], [5.9872, 2.0473, 0.6105], [5.9459, 4.0088, -0.6968], [5.6262, 5.8534, 0.9591], [2.7972, -4.7694, 0.4721], [-2.2141, -4.6437, 1.7306], [-2.4801, -4.3681, -3.3750]]}

# 2
{"formula": "C30H54BN11PdSb", "method": "wB97M-V/def2-TZVPD", "charge": 2, "gap_ha": [0.332, 0.180], "e_homo_ev": [-13.2, -13.2], "spin_multiplicity": 4, "relative_energy_kj_mol": 0.0, "lumo_energy_ev": [-4.12, -8.26], "elements": ["Sb", "Pd", "N", "N", "N", "N", "N", "N", "N", "N", "N", "N", "N", "C", "C", "C", "C", "C", "C", "C", "C", "C", "C", "C", "C", "C", "C", "C", "C", "C", "C", "C", "C", "C", "C", "C", "C", "C", "C", "C", "C", "C", "C", "B", "H", "H", "H", "H", "H", "H", "H", "H", "H", "H", "H", "H", "H", "H", "H", "H", "H", "H", "H", "H", "H", "H", "H", "H", "H", "H", "H", "H", "H", "H", "H", "H", "H", "H", "H", "H", "H", "H", "H", "H", "H", "H", "H", "H", "H", "H", "H", "H", "H", "H", "H", "H", "H", "H"], "positions_angstrom": [[2.6658, 1.9905, 1.1837], [-0.0194, 0.0762, -0.1048], [-1.3122, -1.5781, 0.2489], [0.1396, -3.9921, -2.2639], [-0.1758, 2.1352, -0.4703], [0.8801, 2.8981, -2.4308], [1.3471, -1.6471, 0.3889], [-0.9434, -2.7136, -0.3903], [1.4792, -2.2584, -0.8344], [-0.7719, -0.3904, -2.1069], [-0.3014, -1.5734, -2.5522], [-0.7806, 4.1764, -1.4077], [1.2544, -4.3981, -2.9472], [5.4250, 2.8063, 2.2527], [5.3216, 0.3696, 1.6242], [2.6913, -2.8346, -0.9051], [1.5741, 1.6513, -2.7155], [-2.1784, 1.4731, -2.9841], [-1.2986, -0.5982, -4.2602], [-0.6083, -1.7198, -3.8483], [0.1783, 2.1561, 2.9831], [-2.3539, -3.2793, 1.2204], [2.5652, -1.6145, 2.5432], [-0.9380, -4.7028, -2.6957], [-0.0219, 3.0477, -1.4444], [2.4632, 5.0101, 1.9446], [-2.7320, -0.8635, 2.1296], [1.3941, 4.0161, -3.2238], [3.3597, -2.6104, 0.2840], [-1.5637, -3.7518, 0.1966], [2.4667, -1.8876, 1.0769], [2.4386, 4.0850, 0.7289], [-1.3994, 0.2091, -3.1247], [-0.5124, -5.6144, -3.6228], [-1.4477, 4.5818, -0.1762], [1.8534, -6.0751, -4.6305], [1.5912, 1.5929, 3.0204], [2.3929, 2.0843, 4.2252], [0.8720, -5.3792, -3.7434], [4.8360, 1.7701, 1.2959], [-2.1537, -1.8957, 1.2259], [3.4705, 4.4817, -0.3241], [-1.3572, 4.8069, -2.5983], [0.1188, -2.6766, -1.5361], [-1.6779, 5.6427, -0.2497], [2.3749, 6.0400, 1.5902], [4.8752, -0.3956, 0.9910], [1.5207, -7.0864, -4.8563], [-2.3874, 4.0420, -0.0174], [-2.5633, 0.1420, 1.7361], [-0.4461, 1.7071, 2.2029], [3.4718, 3.8059, -1.1789], [-3.8064, -1.0039, 2.2331], [6.5121, 2.6985, 2.2121], [-2.3003, 1.7508, -1.9392], [-1.1455, 4.2276, -3.4893], [5.1286, 2.6370, 3.2861], [0.9663, 4.0317, -4.2262], [-2.4399, 4.8413, -2.4712], [0.1569, 3.2379, 2.8499], [-1.9304, -4.4966, -2.3334], [4.3169, -3.0063, 0.5730], [-3.1715, 1.3380, -3.4102], [3.2522, 5.4855, -0.6921], [-0.9441, 2.4312, 0.1218], [-0.9868, 5.8238, -2.7291], [1.9722, -5.5438, -5.5753], [3.3862, 4.9513, 2.5172], [3.0513, -2.4609, 3.0263], [3.3657, 1.6003, 4.3051], [-2.9887, -3.8544, 1.8689], [-0.7938, 4.4473, 0.6853], [-1.3979, -4.7568, -0.1477], [-1.1049, -6.3497, -4.1357], [1.4429, 4.1233, 0.2878], [5.1982, 3.8333, 1.9882], [-1.7083, 2.2952, -3.5264], [1.6321, 4.8327, 2.6236], [1.1943, 0.8314, -2.1167], [1.2056, 4.9621, -2.7288], [-0.3099, 1.9364, 3.9354], [5.1463, 0.1193, 2.6702], [2.5369, 3.1622, 4.2338], [2.8276, -6.1344, -4.1496], [1.5723, -1.5154, 2.9798], [6.4018, 0.3410, 1.4694], [2.6454, 1.7773, -2.5377], [-1.7217, -0.4115, -5.2302], [1.8341, 1.8208, 5.1263], [1.4326, 1.3835, -3.7647], [3.1570, -0.7344, 2.7893], [5.1046, 2.0169, 0.2657], [2.9504, -3.4221, -1.7645], [2.4694, 3.8846, -3.3244], [1.5392, 0.5087, 3.0593], [4.4823, 4.5095, 0.0712], [-0.3443, -2.6231, -4.3700], [-2.2965, -0.9210, 3.1276]]}

Let's list E_tot in order: -5369.7008 -2170.3181 hartree.